{"formula": "C6H10", "method": "the ωB97M-V functional and the def2-TZVPD basis", "spin_multiplicity": 1, "orbital_gap_ha": 0.3778, "e_lumo_ev": 1.054, "homo_ev": -9.2, "species": ["C", "C", "C", "C", "C", "C", "H", "H", "H", "H", "H", "H", "H", "H", "H", "H"], "xyz": [[1.365, -1.286, -0.242], [0.198, 0.078, -0.120], [0.766, 1.441, -0.005], [-0.913, -0.208, -1.029], [-1.871, -0.303, -0.158], [-0.993, -0.016, 1.054], [1.983, -1.377, 0.636], [1.885, -0.950, -1.118], [0.782, -2.120, -0.301], [1.467, 1.504, 0.740], [-0.061, 2.044, 0.346], [1.323, 1.949, -0.883], [-0.957, -0.184, -2.075], [-2.935, -0.534, -0.280], [-1.158, 0.778, 1.716], [-0.881, -0.817, 1.718]], "nbo_charge": [-0.594, 0.011, -0.625, -0.222, -0.175, -0.426, 0.203, 0.206, 0.201, 0.210, 0.212, 0.202, 0.198, 0.202, 0.202, 0.197]}

=====

{"formula": "C4H7N3", "method": "the ωB97M-V functional and the def2-TZVPD basis", "spin_multiplicity": 1, "orbital_gap_ha": 0.3206, "e_lumo_ev": 0.932, "homo_ev": -7.8, "species": ["H", "N", "C", "N", "N", "C", "C", "C", "H", "H", "H", "H", "H", "H"], "xyz": [[0.721, 2.854, -0.179], [1.043, 1.815, -0.041], [0.227, 0.885, 0.018], [-1.161, 0.887, -0.270], [-1.583, -0.108, 0.290], [-0.856, -1.183, -0.221], [0.561, -0.680, -0.067], [1.899, -0.966, 0.062], [-1.557, 1.733, -0.038], [-1.925, -0.094, 1.367], [-1.212, -2.157, 0.001], [-1.014, -1.084, -1.350], [2.438, 0.030, 0.392], [2.419, -1.932, 0.034]], "nbo_charge": [0.358, -0.695, 0.395, -0.457, -0.444, -0.274, -0.087, -0.380, 0.367, 0.329, 0.230, 0.204, 0.241, 0.212]}

=====

{"formula": "C23H21CeF3N2O9P2S", "method": "the ωB97M-V functional and the def2-TZVPD basis", "spin_multiplicity": 2, "orbital_gap_ha": [0.2834, 0.2918], "charge": -1, "e_lumo_ev": [2.113, 2.113], "homo_ev": [-5.6, -5.8], "s2": 0.75, "species": ["Ce", "O", "P", "O", "O", "O", "P", "O", "O", "O", "H", "H", "N", "C", "C", "O", "O", "H", "H", "H", "H", "F", "C", "F", "F", "C", "C", "C", "C", "C", "C", "C", "C", "H", "H", "H", "H", "N", "S", "C", "C", "C", "C", "C", "C", "C", "C", "C", "C", "C", "C", "H", "H", "H", "H", "H", "H", "H", "H", "H", "H", "H"], "xyz": [[0.633, 0.133, 0.241], [-2.066, 3.487, -0.744], [-0.770, 2.594, -0.523], [-0.752, 1.368, -1.392], [-0.585, 2.182, 0.917], [0.375, 3.635, -0.931], [1.964, 3.336, -0.557], [2.022, 3.750, 0.985], [2.871, 4.188, -1.327], [2.018, 1.823, -0.688], [-1.871, 4.307, -1.208], [1.397, 3.256, 1.534], [1.903, -0.878, -1.952], [0.960, -1.860, -2.475], [0.279, -2.622, -1.315], [-0.574, -3.464, -1.588], [0.655, -2.248, -0.153], [2.162, -0.161, -2.617], [2.741, -1.320, -1.592], [1.363, -2.619, -3.152], [0.180, -1.327, -3.023], [9.670, 0.725, 1.292], [8.822, 0.637, 0.238], [9.064, 1.707, -0.541], [9.220, -0.454, -0.464], [7.395, 0.538, 0.670], [7.015, -0.526, 1.482], [5.704, -0.640, 1.897], [4.742, 0.306, 1.513], [5.141, 1.370, 0.700], [6.458, 1.482, 0.281], [3.379, 0.169, 1.935], [2.195, 0.029, 2.230], [7.743, -1.267, 1.788], [5.400, -1.467, 2.525], [4.418, 2.108, 0.385], [6.739, 2.313, -0.351], [-1.840, -0.772, 0.737], [-3.173, -0.001, 0.385], [-4.433, -0.381, 1.599], [-4.816, 0.631, 2.460], [-5.738, 0.358, 3.464], [-6.259, -0.917, 3.598], [-5.867, -1.932, 2.729], [-4.954, -1.665, 1.726], [-3.939, -0.726, -1.061], [-5.112, -0.155, -1.546], [-5.686, -0.667, -2.695], [-5.089, -1.738, -3.353], [-3.920, -2.292, -2.862], [-3.330, -1.785, -1.707], [-1.981, -1.780, 0.813], [-4.386, 1.620, 2.357], [-6.039, 1.145, 4.143], [-6.974, -1.130, 4.383], [-6.276, -2.928, 2.838], [-4.646, -2.446, 1.039], [-5.565, 0.683, -1.029], [-6.597, -0.228, -3.082], [-5.538, -2.134, -4.255], [-3.442, -3.123, -3.364], [-2.411, -2.227, -1.338]], "nbo_charge": [1.633, -0.992, 2.572, -1.116, -1.129, -1.102, 2.572, -0.996, -1.113, -1.168, 0.514, 0.518, -0.828, -0.341, 0.785, -0.706, -0.765, 0.395, 0.386, 0.196, 0.219, -0.336, 0.978, -0.326, -0.336, -0.194, -0.178, -0.195, -0.085, -0.132, -0.184, -0.207, -0.392, 0.215, 0.221, 0.237, 0.229, -1.134, 1.139, -0.156, -0.228, -0.199, -0.204, -0.208, -0.225, -0.165, -0.243, -0.201, -0.214, -0.197, -0.236, 0.380, 0.235, 0.214, 0.212, 0.216, 0.229, 0.219, 0.209, 0.210, 0.227, 0.272]}

=====

Calculated energy, -234.499252; -320.708394; -3531.851494 hartree (same order as the records).
Calculated relative energy (zero: lowest compared OMol25 entry of this formula, charge and spin), 2.810; 4.759; 0.000 eV (same order as the records).